Record 1
ORCA calculation (the ωB97M-V functional and the def2-TZVPD basis) on a structure of composition C20H16N2O4S at a distorted geometry.

CARTESIAN COORDINATES (ANGSTROEM)
1 C -0.7008 -2.3215 -1.7015
2 H 0.0343 -2.1912 -2.6701
3 O -0.7348 -1.0323 -1.0927
4 C 0.2958 -0.4759 -0.7473
5 C 1.5370 -1.1689 -0.8867
6 C 2.5189 -0.3113 -0.2206
7 C 2.2648 0.9511 0.3768
8 C 1.0734 1.6673 0.0851
9 C -0.0068 0.9107 -0.3753
10 N -1.2093 1.3940 -0.3254
11 C -2.1015 1.6035 -1.3867
12 O -1.7972 1.1652 -2.6161
13 C -3.4520 1.6989 -1.2764
14 H -3.5029 3.0534 -1.2310
15 H -4.1386 1.4110 -2.0359
16 S -4.1600 1.5001 0.6414
17 C -3.5962 -0.3409 0.6767
18 C -4.2635 -1.2152 -0.0543
19 C -3.7328 -2.3742 -0.0523
20 C -2.8835 -2.7245 1.0636
21 C -2.3350 -1.7648 1.5923
22 N -2.7763 -0.3755 1.6855
23 O -2.1127 0.5552 2.2525
24 H -1.5739 -1.8713 2.5874
25 H -2.5227 -3.6146 0.8614
26 H -4.2093 -3.2363 -0.5888
27 H -4.9848 -1.0649 -0.8393
28 H -1.5854 1.9237 0.5426
29 H 0.8472 2.6137 0.6741
30 O 3.5427 1.6221 0.7071
31 C 4.5038 0.8549 0.3816
32 C 5.8058 0.8778 0.5900
33 C 6.7075 -0.1185 0.4497
34 C 6.1688 -1.4684 -0.1461
35 C 4.8160 -1.5660 -0.4037
36 C 4.0284 -0.2447 -0.0905
37 H 4.5018 -2.4097 -1.0094
38 H 6.8785 -2.1253 -0.0681
39 H 7.7139 -0.0240 0.6547
40 H 6.0914 1.9490 1.2394
41 H 1.7696 -2.0745 -0.9169
42 H -1.8954 -2.5214 -1.8660
43 H -0.4393 -3.1637 -1.1290

Values from the calculation:
HOMO energy   -0.28276 hartree
F_max   0.3061 hartree/bohr
E_tot   -42989.7807 eV
E_LUMO   -0.276 eV
ΔE to the lowest compared entry with this formula, charge and spin   325.2 kcal per mole

Record 2
ORCA calculation (the ωB97M-V functional and the def2-TZVPD basis) on a cluster of 8 separate species, C6H28N6O8 in total at a distorted geometry.

CARTESIAN COORDINATES (ANGSTROEM)
1 O 5.3313 -1.0646 6.5944
2 H 5.2175 -1.9585 6.9173
3 H 4.5157 -0.8707 6.1324
4 O 3.8341 -5.2202 3.5945
5 H 4.3497 -4.4150 3.5484
6 H 3.9856 -5.5519 4.4795
7 O -1.0860 -5.1376 -0.9883
8 H -0.4865 -5.7437 -0.5530
9 H -1.8707 -5.6581 -1.1602
10 O 1.3407 -8.0001 1.9227
11 H 1.7672 -7.3230 2.4481
12 H 2.0632 -8.4833 1.5218
13 C 1.3336 0.7347 -4.2976
14 O 0.6151 1.0555 -3.3680
15 N 2.1047 -0.2816 -4.2887
16 N 1.5020 1.4778 -5.3701
17 H 2.7001 -0.3918 -5.0970
18 H 2.1861 -0.8382 -3.4498
19 H 1.0699 2.3784 -5.2205
20 H 2.4378 1.4428 -5.7484
21 C 1.6862 -0.9254 2.0482
22 O 2.4406 -0.5816 2.8784
23 N 0.9596 -0.0328 1.4630
24 N 1.5374 -2.1262 1.6338
25 H 1.0580 0.8770 1.8905
26 H 0.7193 -0.1324 0.4871
27 H 0.8039 -2.2840 0.9577
28 H 2.0802 -2.8772 2.0358
29 C 1.3511 5.3888 0.0707
30 O 1.8896 6.2167 0.7884
31 N 0.3027 4.7225 0.5367
32 N 1.7627 4.9086 -1.0661
33 H -0.1906 4.2432 -0.2028
34 H -0.0901 5.0439 1.4099
35 H 2.6608 5.3179 -1.2805
36 H 1.2668 4.1198 -1.4559
37 C -5.2137 1.7911 -2.1925
38 C -5.5721 2.1958 -0.8408
39 C -5.2341 1.1417 0.2400
40 O -4.7746 3.2881 -0.4962
41 H -5.1269 2.6326 -2.8798
42 H -5.9833 1.1875 -2.6737
43 H -4.2818 1.2259 -2.1788
44 H -6.6304 2.4457 -0.7653
45 H -5.8223 0.2301 0.1344
46 H -5.3564 1.5286 1.2516
47 H -4.1811 0.8730 0.1566
48 H -4.9725 3.4302 0.4324

Values from the calculation:
HOMO energy   -0.35013 hartree
F_max   0.1153 hartree/bohr
SMILES   NC(N)=O.NC(N)=O.NC(N)=O.CC(C)O.O.O.O.O
E_tot   -31997.5388 eV
E_LUMO   0.185 eV

Record 3
ORCA calculation (the ωB97M-V functional and the def2-TZVPD basis) on a structure of composition C35H27F5INO3PS2Sn.

CARTESIAN COORDINATES (ANGSTROEM)
1 Sn -0.6473 0.8712 0.1632
2 C -0.5788 4.6412 1.9756
3 C -1.6607 4.7290 1.1101
4 C -1.4485 4.8263 -0.2603
5 C -0.1541 4.8317 -0.7627
6 C 0.9273 4.7357 0.1042
7 C 0.7158 4.6395 1.4721
8 H -0.7417 4.5503 3.0415
9 H -2.6714 4.7202 1.5003
10 H -2.2941 4.8932 -0.9332
11 H 0.0125 4.8899 -1.8305
12 H 1.9370 4.7103 -0.2846
13 H 1.5602 4.5406 2.1422
14 F -6.5537 -1.2662 -4.6715
15 C -5.3312 -1.3256 -4.1121
16 C -4.7880 -0.2256 -3.4810
17 F -5.4891 0.9207 -3.4316
18 C -3.5326 -0.3009 -2.9032
19 F -3.0745 0.8177 -2.3201
20 C -2.7488 -1.4551 -2.9147
21 S -1.1714 -1.5694 -2.1810
22 C -3.3424 -2.5427 -3.5669
23 F -2.7006 -3.7216 -3.6426
24 C -4.5932 -2.4920 -4.1527
25 F -5.1057 -3.5767 -4.7625
26 S 2.7219 -1.2978 2.7868
27 C 3.0117 -1.8202 1.1571
28 C 4.0446 -2.6062 0.6535
29 C 4.0440 -2.8858 -0.7002
30 C 3.0316 -2.3988 -1.5346
31 C 2.0072 -1.6217 -1.0343
32 C 2.0063 -1.3276 0.3268
33 N 1.0497 -0.5624 0.9927
34 C 1.2973 -0.4586 2.2599
35 C 0.4104 0.3117 3.1408
36 C 0.4774 0.1941 4.5299
37 C -0.4344 0.8860 5.3077
38 C -1.4026 1.6708 4.6831
39 C -1.4437 1.7697 3.2976
40 C -0.5265 1.1089 2.4817
41 H 4.8295 -2.9773 1.2996
42 H 4.8393 -3.4883 -1.1201
43 H 3.0512 -2.6285 -2.5920
44 H 1.2243 -1.2397 -1.6767
45 H 1.2169 -0.4470 5.0003
46 H -0.4063 0.8048 6.3869
47 H -2.1247 2.2094 5.2874
48 H -2.2219 2.3771 2.8451
49 I 6.0719 0.0266 -5.5034
50 C 4.8832 0.5640 -3.8694
51 C 3.5025 0.5565 -4.0025
52 C 2.7217 0.9104 -2.9099
53 C 3.3146 1.2505 -1.6992
54 C 4.6982 1.2517 -1.5890
55 C 5.4954 0.9143 -2.6743
56 C 2.4656 1.5660 -0.4839
57 O 2.9988 1.5912 0.6222
58 O 1.2167 1.7314 -0.7399
59 H 3.0386 0.2774 -4.9387
60 H 1.6411 0.9107 -2.9847
61 H 5.1371 1.5039 -0.6322
62 H 6.5736 0.9163 -2.5892
63 C -2.2416 -2.4821 3.3945
64 P -2.1874 -2.3352 1.6041
65 C -0.7786 -3.3104 1.0828
66 C -3.6188 -3.2204 0.9806
67 O -2.1984 -0.9090 1.1521
68 H -2.2300 -3.5256 3.7133
69 H -3.1446 -1.9927 3.7622
70 H -1.3782 -1.9574 3.8087
71 H -0.9574 -4.3706 1.2718
72 H 0.1153 -2.9946 1.6222
73 H -0.6355 -3.1365 0.0124
74 H -3.7176 -4.2107 1.4267
75 H -3.5039 -3.3126 -0.1015
76 H -4.5100 -2.6275 1.1870

Values from the calculation:
HOMO energy   -0.15521 hartree
F_max   0.0123 hartree/bohr
Charge   -1
E_tot   -102849.4904 eV
E_LUMO   2.095 eV
ΔE to the lowest compared entry with this formula, charge and spin   9.8 kcal per mole

Record 4
ORCA calculation (the ωB97M-V functional and the def2-TZVPD basis) on a cluster of 2 separate species, C3H9NO3 in total at a distorted geometry.

CARTESIAN COORDINATES (ANGSTROEM)
1 C 0.9406 1.4311 -0.4408
2 N 0.3782 0.2089 -0.6266
3 C -1.0455 -0.0250 -0.5905
4 C -1.5844 -0.5510 0.7307
5 O -2.9032 -0.0570 0.8632
6 O 2.1108 1.7068 -0.6138
7 H 0.1601 2.1852 -0.2303
8 H 0.9869 -0.5837 -0.4525
9 H -1.5855 0.8939 -0.8427
10 H -1.2895 -0.6910 -1.4253
11 H -1.5332 -1.6488 0.7488
12 H -0.9493 -0.1760 1.5401
13 H -3.3081 -0.3857 1.6694
14 H 3.6284 -1.3759 -0.3904
15 H 3.0314 0.0059 -0.0924
16 O 2.9623 -0.9377 0.1532

Values from the calculation:
HOMO energy   -0.36524 hartree
F_max   0.0244 hartree/bohr
SMILES   O=CNCCO.O
E_tot   -10889.5295 eV
E_LUMO   0.759 eV
ΔE to the lowest compared entry with this formula, charge and spin   24.3 kcal per mole

Record 5
ORCA calculation (the ωB97M-V functional and the def2-TZVPD basis) on the molecule C2H4BrP at a distorted geometry.

CARTESIAN COORDINATES (ANGSTROEM)
1 C -0.4760 -0.4785 0.3538
2 C -0.6866 0.7088 -0.4751
3 P 1.3783 -1.2281 -0.0028
4 Br 2.5738 0.4548 0.0257
5 H -0.4435 -0.2811 1.4352
6 H -0.8596 -1.4768 0.1574
7 H -1.1661 0.6590 -1.4430
8 H -0.3204 1.6418 -0.0513

Values from the calculation:
HOMO energy (alpha / beta)   -0.29264 / -0.27827 hartree
F_max   0.0551 hartree/bohr
E_tot   -81467.3188 eV
E_LUMO (alpha / beta)   -0.177 / -0.952 eV
ΔE to the lowest compared entry with this formula, charge and spin   53.8 kcal per mole

Record 6
ORCA calculation (the ωB97M-V functional and the def2-TZVPD basis) on a cluster of 2 separate species, C6H16 in total at a distorted geometry.

CARTESIAN COORDINATES (ANGSTROEM)
1 C -1.3018 1.7173 -0.1707
2 C -0.6369 3.0334 0.2118
3 C -0.9232 1.2766 -1.5286
4 H -0.9082 1.0118 0.6793
5 H -2.3443 1.8712 -0.1336
6 H -0.5656 3.0405 1.2995
7 H -1.2837 1.9489 -2.3115
8 H 0.1257 1.1068 -1.6501
9 H -1.0453 3.9211 -0.1049
10 H 0.3800 3.0146 -0.1379
11 H -1.2878 0.2122 -1.6574
12 C 0.8138 -1.3584 0.7723
13 C -0.2600 -2.5230 0.8409
14 C 2.0223 -1.9938 0.0360
15 H 0.4031 -0.5900 0.2012
16 H 1.1384 -0.9756 1.7026
17 H -1.1503 -2.0262 1.2997
18 H 2.0936 -1.4982 -0.9727
19 H 2.9777 -1.7513 0.6113
20 H 2.0796 -3.0511 -0.0282
21 H -0.2033 -2.8793 -0.3024
22 H -0.1238 -3.5075 1.3435

Values from the calculation:
HOMO energy (alpha / beta)   -0.52850 / -0.52837 hartree
F_max   0.0732 hartree/bohr
Spin multiplicity   2
Charge   +1
E_tot   -6469.2215 eV
E_LUMO (alpha / beta)   -3.170 / -10.759 eV
ΔE to the lowest compared entry with this formula, charge and spin   37.9 kcal per mole